The following is a DFT calculation (ωB97M-V with the def2-TZVPD basis set) of a 2-piece molecular cluster, H3NO3Si overall.

- Energy above the lowest of the compared OMol25 structures with the same formula, charge and spin: 65.41 kcal/mol
- Molecular weight: 93.114 Da

XYZ file:
```
8
Properties=species:S:1:pos:R:3:forces:R:3:lowdin_charge:R:1
N -1.3037 -0.2117 -0.1347 -0.9 -1.1 0.0 -0.514
O -1.8123 0.7812 0.3364 -0.7 0.2 0.0 0.013
O -1.8922 -1.2710 -0.4301 0.9 1.7 0.3 -0.022
O 1.0680 1.3234 -0.3157 0.9 0.9 -0.6 -0.186
Si 0.5152 -0.1569 -0.1886 -0.1 -2.4 3.6 0.609
H 2.0164 1.5292 -0.2331 -0.7 -0.1 0.0 0.086
H 0.6472 -1.2764 -1.1278 0.7 0.2 -0.2 -0.019
H 0.7615 -0.7179 2.0937 -0.2 0.6 -3.1 0.033
```
Forces are in eV/Å.